DFT (wB97M-V/def2-TZVPD) results for 2 unconnected molecules or ions with the total composition C9H13O2PS2.

```
27
Properties=species:S:1:pos:R:3:forces:R:3
S -1.68080 1.66910 0.07127 -0.1 -0.8 0.0
S -1.65352 -1.47602 1.17917 0.1 0.5 -0.7
P -1.53795 -0.42876 -0.48401 1.1 0.6 1.0
O -3.29930 -0.60332 -1.49025 0.2 0.6 -0.8
O 3.02836 -0.61541 1.49127 -0.4 -0.2 -0.6
C 2.66232 2.65254 -0.08394 0.1 -1.6 -1.2
C 2.97292 1.63226 0.77881 1.4 0.9 2.6
C -4.11996 -1.41872 -1.06216 1.6 2.1 1.4
C 2.04163 2.33108 -1.29482 -0.7 0.2 0.5
C 1.58708 0.09280 -0.38869 0.7 -0.7 -0.5
C 2.51078 -1.91411 1.33052 -1.3 -2.9 0.7
C 2.55026 0.31293 0.58269 -0.2 0.2 1.3
C -4.59912 -1.18009 0.30558 -0.4 -2.3 0.9
C 1.44543 1.07317 -1.37171 -0.1 -0.1 0.1
H -5.05642 -2.09711 0.69619 0.3 0.1 0.2
H 3.56321 1.96746 1.73002 -1.1 -1.2 -1.8
H -3.86897 -0.75252 1.03417 0.0 -0.7 -0.9
H 0.78820 0.69734 -2.13250 -0.1 0.7 -0.9
H -0.84602 1.99861 -0.92305 -0.1 0.1 -0.1
H 3.22546 -2.78682 1.44562 0.1 1.6 0.4
H 1.03606 -0.86563 -0.52046 0.7 1.0 0.2
H 1.63274 -2.21925 2.04469 1.4 1.2 -1.1
H -5.35885 -0.47138 0.38163 -1.6 1.4 -0.6
H 2.15152 -2.12599 0.32134 -0.1 0.4 0.1
H 3.02399 3.62372 0.09549 0.3 1.1 0.2
H 1.95451 3.14320 -2.01270 -0.3 -0.5 -0.2
H -4.15356 -2.23912 -1.72416 -1.5 -1.6 -0.3
```
Forces are in eV/Å.

Results
**Energy relative to the best compared isomer or geometry (same formula, charge and spin)**: 44.91 kJ/mol
**Total energy**: -1638.855142 a.u.